This record from the OMol25 dataset describes the ion C4H10N2P with charge +1 in a non-equilibrium geometry. The level of theory is the ωB97M-V functional and the def2-TZVPD basis.

Geometry (Å):
C1 -1.019 -2.622 0.108
P1 -2.090 -1.185 0.543
C2 -0.487 0.353 0.024
N1 -0.148 0.789 -1.123
C3 1.092 1.508 -1.121
C4 1.351 1.740 0.365
N2 0.300 0.819 0.977
H1 -1.874 -3.359 0.159
H2 -0.415 -2.986 0.800
H3 -0.508 -2.578 -0.839
H4 -1.884 -1.496 1.915
H5 -0.765 0.702 -1.995
H6 0.917 2.422 -1.771
H7 1.879 0.888 -1.530
H8 2.217 1.338 0.891
H9 1.292 2.810 0.688
H10 0.142 0.859 1.909

Atomic forces in eV per Å
C -4.151 0.641 -2.421
P 2.083 1.161 -1.166
C -2.758 -2.182 4.232
N -2.025 -0.656 -3.939
C 0.842 1.630 -1.003
C -0.566 0.208 1.978
N 1.100 1.255 -4.128
H 0.853 0.121 -0.850
H 3.033 -0.939 3.360
H -0.360 -0.150 -0.496
H 0.176 0.915 0.119
H 1.492 -0.085 1.905
H 0.769 -0.872 1.077
H 0.138 -0.024 -0.419
H 0.749 0.247 -1.237
H -0.527 -0.887 -0.227
H -0.848 -0.385 3.216

Computed properties:
HOMO-LUMO gap   10.33 eV
SMILES   CPC1=[NH+]CCN1
Total energy   -608.95956 hartree
Total charge   +1
Spin multiplicity   1

So, what does the Löwdin scheme give us? The charges, in e, come out as: number 1, C, carries -0.38; number 2, P, carries 0.96; number 3, C, carries -0.33; number 4, N, carries 0.02; number 5, C, carries -0.13; number 6, C, carries -0.07; number 7, N, carries 0.07; number 8, H, carries 0.06; number 9, H, carries -0.03; number 10, H, carries 0.04; number 11, H, carries -0.07; number 12, H, carries 0.21; number 13, H, carries 0.16; number 14, H, carries 0.13; number 15, H, carries 0.12; number 16, H, carries 0.14; number 17, H, carries 0.10